w:
ORCA calculation (ωB97M-V with the def2-TZVPD basis set) on one molecule with the formula C3H4N2S.

Summary:
Kohn-Sham gap	8.72	eV
E_LUMO	-0.1	eV
total charge	0

Atoms and positions in Å:
C 1.817 1.365 -0.019
C 2.116 -1.077 0.326
C -0.647 0.791 -0.167
N 3.030 1.148 -0.125
N 0.788 0.723 0.166
S 3.557 -0.567 0.099
H 1.906 -2.042 0.507
H -0.769 0.026 -1.067
H -1.238 0.454 0.754
H -1.055 1.858 -0.338

x:
ORCA calculation (ωB97M-V with the def2-TZVPD basis set) on one molecule with the formula C3H4N2S.

Summary:
Kohn-Sham gap	8.39	eV
E_LUMO	-0.1	eV
structure (SMILES)	C=C(C#N)SN
total charge	0

Atoms and positions in Å:
C -3.106 -0.233 0.118
C -0.972 -1.237 -0.016
C -1.754 -0.009 0.113
N -4.201 -0.491 -0.022
N 0.449 1.293 0.040
S -1.176 1.552 -0.105
H 0.098 -1.355 0.084
H -1.302 -2.200 0.331
H 0.954 2.245 -0.125
H 0.768 1.032 1.030

y:
ORCA calculation (ωB97M-V with the def2-TZVPD basis set) on one molecule with the formula C3H4N2S.

Summary:
Kohn-Sham gap (alpha / beta)	7.03 / 7.39	eV
E_LUMO (alpha / beta)	-2.0 / -1.8	eV
structure (SMILES)	[H]/N=S(/C)#CC#N
total charge	0

Atoms and positions in Å:
C 2.479 0.312 0.088
C 1.191 0.673 0.065
C -1.591 0.593 0.021
N 3.652 0.392 0.100
N -0.569 -1.757 -0.244
S -0.069 -0.270 -0.463
H -2.302 0.730 -0.750
H -1.133 1.529 0.468
H -1.992 0.051 0.834
H 0.335 -2.253 -0.119

z:
ORCA calculation (ωB97M-V with the def2-TZVPD basis set) on one molecule with the formula C3H4N2S.

Summary:
Kohn-Sham gap	8.89	eV
E_LUMO	-0.3	eV
structure (SMILES)	CS/N=C/C#N
total charge	0

Atoms and positions in Å:
C -1.364 -1.560 0.590
C 1.175 1.157 -0.069
C 1.650 1.729 -1.331
H -1.239 -2.422 1.296
H -2.422 -1.461 0.219
H -0.811 -1.581 -0.339
H 1.590 1.596 0.838
N 0.175 0.357 -0.127
N 1.943 2.212 -2.351
S -0.697 -0.027 1.275

Best to worst by energy: z, x, w, y.

w:
ORCA calculation (ωB97M-V with the def2-TZVPD basis set) on one molecule with the formula C3H5P.

Summary:
Kohn-Sham gap	8.24	eV
E_LUMO	-0.5	eV
structure (SMILES)	P=C1CC1
total charge	0

Atoms and positions in Å:
C 0.509 -0.114 0.403
C -0.619 -0.929 0.069
C -0.814 0.591 0.106
P 2.291 0.021 0.034
H -0.637 -1.341 -0.955
H -1.169 -1.666 0.783
H -1.227 1.101 0.851
H -0.740 1.072 -0.892
H 2.407 1.267 -0.400

x:
ORCA calculation (ωB97M-V with the def2-TZVPD basis set) on one molecule with the formula C3H5P.

Summary:
Kohn-Sham gap	10.21	eV
E_LUMO	1.0	eV
structure (SMILES)	C#CPC
total charge	0

Atoms and positions in Å:
C -2.363 -0.543 0.087
C -1.422 0.189 -0.062
C 1.423 -0.057 0.295
P 0.009 1.225 -0.005
H -3.374 -1.083 0.142
H 1.485 -0.414 1.274
H 2.386 0.466 0.030
H 1.390 -0.938 -0.469
H 0.465 1.155 -1.293

Best to worst by energy: x, w.

w:
ORCA calculation (ωB97M-V with the def2-TZVPD basis set) on a 7-piece molecular cluster, C18H31F4NO16 overall.

Summary:
Kohn-Sham gap	8.39	eV
E_LUMO	-0.7	eV
total charge	0

Atoms and positions in Å:
N 1.208 0.433 -1.761
H 0.334 0.614 -2.232
H 1.999 0.677 -2.550
H 1.289 -0.552 -1.611
H 1.311 0.854 -0.826
O -0.289 -0.916 0.245
H -0.120 -1.018 1.164
C -1.618 -1.597 2.812
C -2.686 -1.927 3.820
O -1.949 -2.112 5.020
C -0.667 -1.678 4.815
O 0.131 -1.636 5.812
O -0.498 -1.360 3.546
F -3.471 -2.989 3.599
H -1.945 -0.593 2.211
H -1.369 -2.453 2.178
H -3.340 -1.106 4.031
C 0.951 -4.377 0.840
C 0.063 -4.130 -0.467
O -1.185 -4.816 0.004
C -1.014 -5.266 1.178
O -1.979 -5.838 1.773
O 0.079 -4.896 1.728
F 0.574 -4.814 -1.481
H 1.429 -3.350 1.118
H 1.813 -5.050 0.858
H -0.187 -3.169 -0.786
C -1.523 2.108 0.940
C -2.721 1.553 0.271
O -3.030 2.454 -0.793
C -2.230 3.528 -0.690
O -2.354 4.518 -1.359
O -1.341 3.439 0.274
F -3.755 1.329 1.100
H -0.563 1.519 0.802
H -1.602 2.369 1.997
H -2.539 0.468 -0.155
C -3.415 -2.318 -0.481
C -2.958 -1.943 -1.946
O -4.049 -1.191 -2.433
C -4.916 -1.039 -1.526
O -6.021 -0.499 -1.751
O -4.612 -1.501 -0.370
F -2.742 -3.100 -2.675
H -2.672 -1.992 0.095
H -3.656 -3.379 -0.181
H -2.152 -1.293 -2.055
C 2.773 2.792 -4.368
O 1.819 2.726 -3.328
C 1.701 3.999 -2.585
C 2.846 4.158 -1.606
O 2.911 3.082 -0.939
C 4.053 3.011 -0.058
C 3.895 1.986 1.040
O 3.584 0.651 0.562
C 3.104 -0.287 1.474
H 3.680 2.494 -3.864
H 2.879 3.714 -4.863
H 2.693 2.163 -5.270
H 0.741 3.838 -1.972
H 1.276 4.748 -3.321
H 2.706 5.022 -1.026
H 3.746 4.451 -2.168
H 4.389 3.964 0.414
H 4.882 2.751 -0.816
H 3.084 2.240 1.650
H 4.669 1.927 1.734
H 2.092 0.266 1.800
H 3.789 -0.334 2.302
H 2.693 -1.294 1.136

x:
ORCA calculation (ωB97M-V with the def2-TZVPD basis set) on a 7-piece molecular cluster, C18H31F4NO16 overall.

Summary:
Kohn-Sham gap	8.10	eV
E_LUMO	-0.7	eV
total charge	0

Atoms and positions in Å:
N 38.250 50.904 50.412
H 38.074 50.019 50.964
H 38.953 51.303 51.036
H 37.496 51.476 50.250
H 38.716 50.635 49.621
O 36.264 53.565 50.190
H 35.961 53.990 49.493
C 37.246 55.816 52.209
C 37.891 57.039 52.781
O 37.085 57.488 53.759
C 35.979 56.884 53.684
O 34.983 57.203 54.326
O 35.936 55.907 52.840
F 38.159 57.976 51.868
H 37.676 54.962 52.645
H 37.290 55.708 51.078
H 38.814 56.780 53.213
C 34.757 52.913 53.439
C 36.172 52.345 53.483
O 35.922 51.013 53.138
C 34.667 50.679 53.178
O 34.233 49.569 52.928
O 33.874 51.802 53.410
F 36.615 52.404 54.852
H 34.558 53.509 52.554
H 34.422 53.493 54.348
H 36.688 53.004 52.882
C 37.048 57.415 48.237
C 36.562 56.048 47.586
O 37.769 55.553 47.112
C 38.797 56.231 47.587
O 39.991 55.901 47.369
O 38.457 57.252 48.329
F 35.664 56.348 46.571
H 36.624 57.451 49.056
H 36.688 58.209 47.586
H 36.066 55.380 48.375
C 34.127 51.677 49.648
C 33.464 52.884 48.971
O 32.128 52.576 48.633
C 31.911 51.401 49.135
O 30.791 50.844 48.988
O 32.962 50.854 49.594
F 34.145 53.142 47.708
H 34.313 51.894 50.663
H 34.914 51.422 49.084
H 33.777 53.809 49.688
C 42.250 51.561 49.729
O 40.925 52.108 49.276
C 40.882 52.521 47.925
C 39.538 52.856 47.556
O 38.827 51.879 47.468
C 37.460 52.049 47.087
C 36.747 50.686 46.911
O 36.819 49.977 48.157
C 36.158 48.838 48.070
H 42.829 50.489 49.299
H 42.165 51.407 50.825
H 42.984 52.214 49.626
H 41.429 51.943 47.253
H 41.434 53.408 47.924
H 39.360 53.469 46.538
H 39.002 53.508 48.020
H 37.251 52.637 46.280
H 37.142 52.669 47.809
H 37.147 50.258 46.169
H 35.832 50.867 46.784
H 36.596 48.404 47.283
H 34.978 48.823 47.996
H 36.337 48.139 48.919

Best to worst by energy: w, x.

w:
ORCA calculation (ωB97M-V with the def2-TZVPD basis set) on C26H31BN6NiPS2 as an isolated structure.

Summary:
Kohn-Sham gap (alpha / beta)	7.72 / 7.51	eV
expectation value of S²	2.01
E_LUMO (alpha / beta)	-2.8 / -3.1	eV
total charge	+1
multiplicity	3

Atoms and positions in Å:
Ni 0.024 -0.475 -0.321
C 0.360 2.326 2.893
C 2.462 1.839 3.225
C 2.893 0.629 2.442
C 2.728 0.643 1.124
N 0.315 1.143 0.827
C -0.231 1.323 1.946
C 2.988 -0.419 0.144
C 3.943 -1.411 0.320
C 4.166 -2.311 -0.704
C 3.454 -2.185 -1.890
C 2.512 -1.179 -1.981
N 2.253 -0.322 -0.982
H -0.370 3.083 3.179
H 3.301 2.272 3.773
H 3.310 -0.223 2.973
H -1.106 0.746 2.265
H 4.514 -1.452 1.238
H 4.907 -3.092 -0.592
H 3.628 -2.849 -2.725
H 1.926 -1.041 -2.881
C -2.433 0.934 -3.568
N -1.661 -0.268 -3.286
C -0.909 -0.988 -4.197
C -0.367 -2.016 -3.524
N -0.769 -1.955 -2.189
B -0.939 -3.343 -1.375
N 0.392 -3.769 -0.669
C 1.123 -4.885 -1.029
C 2.020 -5.140 -0.053
N 1.838 -4.165 0.912
C 2.560 -4.084 2.170
C 0.840 -3.349 0.526
S 0.252 -1.990 1.407
C -1.593 -0.863 -2.079
S -2.295 -0.263 -0.645
H -2.246 1.224 -4.598
H -2.130 1.732 -2.893
H -3.493 0.737 -3.426
H -0.847 -0.705 -5.233
H 0.249 -2.824 -3.875
H -1.152 -4.181 -2.212
H -1.813 -3.180 -0.578
H 0.919 -5.413 -1.943
H 2.754 -5.919 0.057
H 3.578 -4.436 2.015
H 2.074 -4.693 2.930
H 2.570 -3.047 2.497
C 1.090 3.027 -0.779
P 1.962 2.232 0.617
C 3.606 3.019 0.233
C 1.691 2.851 2.298
C 1.164 1.725 4.087
C 1.206 2.711 5.221
C 1.513 4.006 5.104
C 1.874 4.755 3.883
C 1.965 4.284 2.637
H 1.470 4.039 -0.904
H 0.015 3.030 -0.621
H 1.310 2.471 -1.694
H 3.529 4.080 -0.006
H 4.044 2.517 -0.635
H 4.296 2.895 1.069
H 0.880 0.726 4.415
H 0.963 2.337 6.209
H 1.499 4.597 6.011
H 2.090 5.805 4.033
H 2.254 4.968 1.848

x:
ORCA calculation (ωB97M-V with the def2-TZVPD basis set) on C26H31BN6NiPS2 as an isolated structure.

Summary:
Kohn-Sham gap (alpha / beta)	7.35 / 7.14	eV
expectation value of S²	2.01
E_LUMO (alpha / beta)	-3.1 / -3.4	eV
total charge	+1
multiplicity	3

Atoms and positions in Å:
Ni 1.454 0.013 0.105
C -1.383 -2.738 1.779
C -3.019 -1.376 1.383
C -2.565 -0.006 1.031
C -1.739 0.084 -0.009
N 0.175 -1.481 0.521
C -0.083 -2.036 1.619
C -1.012 1.107 -0.713
C -1.276 2.469 -0.813
C -0.575 3.213 -1.748
C 0.351 2.575 -2.563
C 0.598 1.226 -2.366
N -0.040 0.505 -1.443
H -1.223 -3.783 2.045
H -4.110 -1.437 1.370
H -2.933 0.830 1.607
H 0.613 -2.026 2.455
H -2.034 2.916 -0.191
H -0.769 4.268 -1.868
H 0.869 3.112 -3.340
H 1.289 0.691 -3.007
C 4.607 -2.127 -1.605
N 4.160 -0.763 -1.526
C 4.267 0.204 -2.490
C 3.747 1.344 -1.978
N 3.320 1.117 -0.690
B 3.471 2.274 0.416
N 2.155 3.080 0.578
C 1.991 4.396 0.254
C 0.868 4.862 0.859
N 0.323 3.813 1.551
C -0.833 3.846 2.402
C 1.122 2.737 1.361
S 0.807 1.209 2.026
C 3.571 -0.201 -0.445
S 3.263 -1.052 0.997
H 4.982 -2.324 -2.607
H 3.779 -2.801 -1.382
H 5.402 -2.315 -0.881
H 4.694 -0.001 -3.451
H 3.662 2.310 -2.430
H 4.305 3.014 0.017
H 3.720 1.751 1.451
H 2.700 4.907 -0.363
H 0.429 5.837 0.866
H -1.565 4.547 2.005
H -0.564 4.153 3.413
H -1.255 2.843 2.450
C -0.174 -2.582 -1.789
P -1.327 -1.567 -0.753
C -2.634 -1.365 -2.091
C -2.272 -2.464 0.548
C -2.415 -2.009 2.665
C -3.375 -2.993 3.245
C -3.997 -3.946 2.540
C -3.900 -4.232 1.118
C -3.152 -3.608 0.200
H -0.738 -3.268 -2.414
H 0.511 -3.130 -1.143
H 0.393 -1.904 -2.426
H -2.810 -2.273 -2.665
H -2.310 -0.587 -2.783
H -3.573 -1.044 -1.638
H -2.007 -1.320 3.404
H -3.568 -2.911 4.305
H -4.663 -4.609 3.073
H -4.524 -5.051 0.788
H -3.185 -3.922 -0.834

Best to worst by energy: w, x.

w:
ORCA calculation (ωB97M-V with the def2-TZVPD basis set) on one molecule with the formula C2H7NO2S2.

Summary:
Kohn-Sham gap	9.89	eV
E_LUMO	0.5	eV
structure (SMILES)	N[C@@H](O)C[S@H](=O)=S
total charge	0

Atoms and positions in Å:
C 0.799 -0.230 0.629
C -0.985 -0.128 0.206
N -1.585 0.515 1.309
O 2.635 -1.550 -0.775
O -1.063 0.465 -1.034
S 1.968 1.061 -1.894
S 1.590 -0.570 -0.956
H 0.956 -1.050 1.314
H 1.115 0.727 1.017
H -1.320 -1.159 0.108
H -2.570 0.314 1.413
H -1.433 1.517 1.310
H -0.667 1.345 -1.035
H 0.559 -1.257 -1.611

x:
ORCA calculation (ωB97M-V with the def2-TZVPD basis set) on a 2-piece molecular cluster, C2H7NO2S2 overall.

Summary:
Kohn-Sham gap	10.13	eV
E_LUMO	0.6	eV
total charge	0

Atoms and positions in Å:
C 2.453 -0.884 1.063
C 1.622 0.165 0.340
N 1.169 0.242 -0.837
O -4.249 -0.105 -0.444
O -2.044 0.100 0.697
S -2.282 1.611 -1.742
S -3.112 0.876 0.133
H 2.369 -0.839 2.147
H 3.490 -0.481 0.878
H 2.381 -1.901 0.570
H 1.370 0.969 0.996
H 1.722 -0.291 -1.523
H -1.010 1.386 -1.417
H -3.877 -0.849 -0.863

Best to worst by energy: x, w.

w:
ORCA calculation (ωB97M-V with the def2-TZVPD basis set) on C3H10N2O3 as an isolated structure.

Summary:
Kohn-Sham gap	8.40	eV
E_LUMO	0.7	eV
total charge	0

Atoms and positions in Å:
C 1.032 0.371 -0.600
C -0.782 0.488 0.320
C -0.071 -0.309 1.272
N 0.868 -0.449 -1.739
N -1.815 -0.016 -0.456
O 2.258 0.013 -0.036
O 1.058 1.729 -0.911
O -1.440 -0.677 2.351
H 0.902 1.932 -1.851
H 2.670 0.808 0.328
H -1.760 -1.567 2.134
H -0.898 1.537 0.574
H 0.126 -1.132 -1.624
H 1.682 -0.993 -1.999
H -1.842 -1.026 -0.549
H -2.737 0.359 -0.273
H 0.483 0.245 2.018
H 0.266 -1.313 1.041

x:
ORCA calculation (ωB97M-V with the def2-TZVPD basis set) on a 3-piece molecular cluster, C3H10N2O3 overall.

Summary:
Kohn-Sham gap	9.19	eV
E_LUMO	0.8	eV
total charge	0

Atoms and positions in Å:
C 0.594 0.574 -0.366
N 1.964 0.175 -0.466
N 0.189 1.095 -1.650
O 0.468 1.514 0.694
H 1.227 2.115 0.634
H -0.349 -0.618 -0.766
H 2.243 -0.368 0.345
H -0.768 1.422 -1.623
H 0.805 1.849 -1.949
H 2.123 -0.367 -1.306
C -1.564 -0.345 1.441
C -0.333 -0.914 0.828
O -1.058 -1.562 -0.830
O 0.521 -1.601 1.278
H -0.491 -2.311 -1.056
H -2.126 -1.171 1.880
H -2.172 0.155 0.693
H -1.273 0.358 2.218

Best to worst by energy: x, w.